19
Properties=species:S:1:pos:R:3 method="wB97M-V/def2-TZVPD" total_charge=0 smiles="C=CCC(=C)CC" relative_energy_kcal_mol=36.2 total_energy_ha=-273.85079
C -2.398 -2.175 1.145
C -1.835 -0.987 0.980
C -0.344 -0.730 0.824
C 0.114 0.360 -0.129
C -0.612 1.444 -0.383
C 1.602 0.258 -0.375
C 2.174 1.293 -1.368
H -3.465 -2.310 1.073
H -1.781 -3.029 1.402
H -2.364 -0.040 0.981
H 0.165 -1.632 0.476
H 0.057 -0.478 1.813
H -1.637 1.494 -0.033
H -0.416 2.226 -1.102
H 1.770 -0.721 -0.823
H 2.185 0.336 0.545
H 1.363 1.593 -2.037
H 2.900 0.875 -2.064
H 2.521 2.223 -0.926